Entry from the Open Molecules 2025 dataset: a molecular structure, C20H29N8O7PtS (the ωB97M-V functional and the def2-TZVPD basis).

The calculated total energy comes out at -2261.53161 Eh. The calculation puts the energy relative to the best compared isomer or geometry (same formula, charge and spin) at 0.00 kJ/mol. The value obtained for the LUMO energy is 1.71 eV. The value obtained for the molar mass is 720.65 g/mol. For the HOMO energy, the calculation gives -4.41 eV. As for the largest force on an atom: 0.0157 hartree/bohr. The net charge is -1. Its HOMO-LUMO gap is 6.1 eV.

XYZ file:
```
66
Properties=species:S:1:pos:R:3:forces:R:3
Pt -0.214 0.360 -0.218 -0.287 -0.088 0.262
N 2.239 0.155 1.635 0.068 -0.114 -0.230
N 1.723 0.909 2.713 0.103 -0.093 0.148
C 0.496 1.573 2.474 -0.181 0.084 -0.426
N 0.083 2.133 3.690 -0.471 0.186 0.066
N -0.168 1.628 1.401 0.712 -0.129 0.317
N -2.093 1.855 1.497 -0.767 -0.184 0.173
O -2.286 0.193 1.767 0.063 0.131 -0.072
O -2.522 2.383 2.451 0.330 -0.092 -0.203
H 1.627 -0.644 1.457 -0.055 0.019 -0.022
H 3.146 -0.183 1.928 0.074 0.017 0.010
H 1.572 0.329 3.533 -0.022 0.016 0.077
H 0.807 2.630 4.184 -0.013 0.014 -0.063
H -0.793 2.640 3.621 0.279 -0.127 0.022
C -1.306 -1.656 -8.393 0.007 0.011 0.001
C -0.609 -1.461 -7.056 0.061 -0.057 0.099
S 0.259 0.087 -7.025 -0.019 0.041 0.100
O -0.720 1.152 -6.979 0.045 -0.026 0.006
O 1.249 0.101 -8.076 -0.013 -0.017 -0.010
C 1.101 0.054 -5.450 0.015 0.123 -0.074
C 1.573 1.465 -5.079 -0.081 -0.153 0.164
N 1.827 1.513 -3.638 0.030 -0.012 0.001
C 0.836 1.691 -2.735 0.136 0.020 -0.180
N 1.247 1.405 -1.508 -0.185 0.012 -0.044
C 2.540 1.020 -1.592 0.001 0.013 0.004
C 2.922 1.069 -2.903 -0.190 0.031 0.068
N 4.183 0.730 -3.443 0.010 -0.092 -0.156
O 5.064 0.430 -2.662 0.115 -0.010 0.168
O 4.319 0.732 -4.661 -0.052 0.051 -0.094
C -0.538 2.124 -3.091 0.028 0.064 0.026
H -1.831 -2.610 -8.379 -0.010 0.004 -0.016
H -0.586 -1.663 -9.210 -0.004 0.001 0.009
H -2.030 -0.861 -8.570 -0.007 -0.009 -0.014
H 0.122 -2.245 -6.850 0.025 0.024 -0.036
H -1.311 -1.438 -6.222 -0.001 0.044 -0.010
H 1.936 -0.641 -5.536 -0.012 -0.007 0.008
H 0.395 -0.316 -4.699 0.001 0.011 -0.042
H 0.784 2.182 -5.288 0.004 0.007 -0.014
H 2.466 1.743 -5.621 0.053 0.016 -0.016
H 3.083 0.714 -0.713 0.040 0.022 -0.029
H -1.048 1.366 -3.688 0.018 -0.027 -0.001
H -0.515 3.059 -3.654 -0.031 -0.011 0.006
H -1.095 2.253 -2.166 -0.005 -0.004 0.004
C -0.404 -0.899 -1.721 -0.046 -0.103 0.048
C -0.462 -1.710 -2.637 0.163 0.106 -0.004
C -0.455 -2.740 -3.623 -0.130 -0.033 -0.042
C 0.749 -3.274 -4.107 0.010 0.017 0.010
C 0.754 -4.275 -5.067 0.026 -0.001 -0.014
C -0.439 -4.770 -5.578 -0.018 -0.004 0.000
C -1.641 -4.256 -5.104 -0.002 -0.010 -0.009
C -1.652 -3.259 -4.143 0.041 0.013 0.027
H 1.680 -2.898 -3.700 -0.005 -0.005 -0.013
H 1.699 -4.673 -5.417 -0.001 0.005 0.001
H -0.432 -5.551 -6.327 -0.004 0.001 0.004
H -2.581 -4.640 -5.485 0.006 -0.001 -0.001
H -2.587 -2.865 -3.768 -0.008 0.001 -0.007
C -1.003 -1.799 3.151 0.006 0.003 -0.053
O -0.470 -1.278 1.954 -0.243 0.007 0.030
C -1.473 -0.654 1.045 0.413 0.351 0.060
C -2.335 -1.758 0.458 0.059 -0.081 -0.039
H -1.592 -1.050 3.686 -0.008 0.002 0.007
H -0.159 -2.105 3.774 0.001 -0.001 -0.006
H -1.631 -2.682 2.974 0.000 0.005 0.022
H -2.953 -1.335 -0.333 -0.030 -0.002 -0.013
H -2.993 -2.176 1.226 -0.012 0.000 -0.001
H -1.713 -2.545 0.031 -0.032 0.021 0.006
```
Positions in Å, forces in eV/Å.

These are the Mulliken partial charges, in e, on atoms 1 to 2: number 1, Pt, carries 1.203; number 2, N, carries -0.328

***

Entry from the Open Molecules 2025 dataset: a molecular structure, C20H30BF4K3O15 in a non-equilibrium geometry (the ωB97M-V functional and the def2-TZVPD basis).

The calculated total energy comes out at -4132.85278 Eh. The value obtained for the LUMO energy (spin up / spin down) is -3.62 / -3.61 eV. The value obtained for the molar mass is 714.54 g/mol. For the HOMO energy (spin up / spin down), the calculation gives -6.95 / -11.86 eV. As for the largest force on an atom: 0.1428 hartree/bohr. The spin multiplicity is 2. The net charge is +1. Its HOMO-LUMO gap (spin up / spin down) is 3.3 / 8.3 eV.

XYZ file:
```
73
Properties=species:S:1:pos:R:3:forces:R:3
K 3.688 4.140 -2.163 -0.209 -0.045 0.014
K -0.297 4.914 1.387 0.116 -0.176 0.234
K -1.054 5.070 -3.456 0.126 -0.106 0.081
B 1.035 2.450 -1.125 -1.337 -0.136 1.020
F 1.354 3.317 -0.070 0.163 0.698 1.098
F 0.373 3.161 -2.072 -1.943 1.700 -1.584
F 2.138 2.028 -1.706 4.304 -1.142 -1.501
F 0.334 1.364 -0.719 -1.152 -0.826 0.990
C 0.149 0.230 2.888 0.918 -0.669 0.196
C -0.965 1.119 3.429 1.478 -2.672 -0.937
C -1.098 1.022 4.969 -0.154 -2.233 -1.532
O -1.302 2.311 5.267 0.872 6.342 0.406
C -0.710 3.153 4.320 -0.245 2.555 0.271
O -0.473 4.385 4.341 -1.048 -4.318 0.454
O -0.480 2.436 3.204 -0.542 0.972 0.754
H 1.102 0.505 3.341 -0.096 0.125 0.567
H 0.441 0.278 1.839 -0.965 0.311 -0.334
H 0.038 -0.830 3.119 -0.363 0.020 0.114
H -1.891 0.945 2.882 -0.189 0.328 0.173
H -0.197 0.647 5.455 0.102 -0.192 -0.109
H -1.983 0.509 5.343 0.202 -0.488 -0.357
C 5.706 1.448 0.532 1.316 1.069 -1.516
C 4.662 1.673 1.514 -1.410 0.800 -0.877
C 3.422 0.795 1.268 1.824 -0.132 1.870
O 3.465 0.121 2.516 -0.755 -1.909 1.817
C 4.556 0.419 3.318 -1.141 -2.061 3.302
O 4.856 -0.046 4.409 -1.423 0.295 -2.750
O 5.195 1.395 2.795 0.981 2.084 -1.479
H 6.473 2.198 0.726 0.495 -0.347 -0.170
H 5.307 1.677 -0.456 -0.039 -0.085 -0.266
H 6.122 0.442 0.487 -0.088 0.028 0.322
H 4.232 2.675 1.486 0.813 0.504 0.260
H 3.616 0.054 0.493 -0.547 0.235 -0.264
H 2.525 1.410 1.199 -0.105 -0.500 -0.307
C 1.785 -1.176 -3.212 -1.602 0.278 0.926
C 0.272 -0.810 -3.244 0.735 0.098 0.035
C -0.043 0.135 -4.370 0.762 0.097 -0.186
O -1.102 -0.478 -5.095 -0.060 0.599 -0.118
C -1.234 -1.727 -4.640 -3.689 -5.178 -3.675
O -1.905 -2.671 -5.184 2.801 4.800 2.306
O -0.494 -1.939 -3.591 0.589 -1.012 1.772
H 1.969 -1.876 -2.397 0.122 0.040 0.035
H 2.296 -0.237 -3.003 0.392 -0.161 -0.190
H 2.075 -1.657 -4.147 0.012 0.277 -0.045
H -0.141 -0.302 -2.372 0.417 -0.820 0.684
H 0.883 0.136 -4.945 -0.372 0.766 -0.753
H -0.314 1.095 -3.931 -0.114 0.168 -0.704
C -2.961 1.639 -0.630 -1.095 -1.840 -0.786
C -3.475 0.123 -0.502 1.811 -0.275 -0.602
C -4.759 -0.206 0.176 -0.182 0.743 1.305
O -5.399 -1.181 -0.646 -1.634 0.210 2.355
C -4.830 -1.245 -1.811 0.589 -1.160 -3.402
O -5.157 -1.872 -2.801 0.401 1.399 2.424
O -3.731 -0.468 -1.765 1.353 1.221 -2.067
H -2.498 2.083 0.251 -0.383 -0.306 0.264
H -3.825 2.193 -0.997 0.031 0.391 0.278
H -2.208 1.687 -1.417 0.043 -0.270 0.007
H -2.698 -0.538 -0.119 0.434 0.416 0.458
H -5.304 0.730 0.298 -0.859 -0.298 -0.201
H -4.548 -0.597 1.172 -0.445 -0.298 -0.078
C -0.174 -2.278 0.294 0.994 -1.986 -0.666
C -0.655 -3.513 -0.574 -0.548 1.110 2.360
C -0.736 -4.922 0.119 2.429 1.869 -0.625
O -1.944 -5.393 -0.316 -0.873 -1.467 -0.315
C -2.717 -4.399 -0.729 -5.650 -0.227 0.722
O -3.948 -4.514 -0.869 4.065 0.482 -0.097
O -2.063 -3.244 -0.706 0.283 0.264 -1.270
H -0.586 -2.214 1.301 -0.804 -0.165 -0.349
H -0.290 -1.352 -0.269 0.079 -0.058 0.149
H 0.869 -2.489 0.533 0.462 0.463 -0.340
H -0.147 -3.598 -1.535 -0.230 0.351 -0.117
H -0.662 -4.794 1.199 -0.210 -0.368 0.131
H 0.062 -5.544 -0.287 -0.013 -0.181 0.417
```
Positions in Å, forces in eV/Å.

These are the Mulliken partial charges, in e, on atoms 1 to 2: number 1, K, carries 0.502; number 2, K, carries 0.702

***

Entry from the Open Molecules 2025 dataset: a molecular structure, C20H30CaO17Pt2 in a non-equilibrium geometry (the ωB97M-V functional and the def2-TZVPD basis).

The calculated total energy comes out at -2974.71631 Eh. The value obtained for the LUMO energy (spin up / spin down) is -6.97 / -10.73 eV. The value obtained for the molar mass is 972.68 g/mol. For the HOMO energy (spin up / spin down), the calculation gives -14.11 / -14.10 eV. As for the largest force on an atom: 0.1119 hartree/bohr. The spin multiplicity is 5. The net charge is +2. Its HOMO-LUMO gap (spin up / spin down) is 7.1 / 3.4 eV.

XYZ file:
```
70
Properties=species:S:1:pos:R:3:forces:R:3
Ca -0.269 1.200 4.763 -0.621 0.783 -1.296
Pt 1.539 3.225 2.181 -0.285 -0.049 -0.256
Pt 2.633 1.741 -1.145 0.355 -0.045 0.671
C 5.684 3.595 1.177 0.552 0.195 0.219
C 4.556 3.064 0.294 2.009 -0.437 1.676
O 4.823 2.587 -0.856 -2.036 0.013 0.565
O 3.398 2.941 0.829 -0.584 -0.435 -2.025
H 6.718 3.442 0.869 -0.311 0.197 -1.200
H 5.800 3.101 2.141 -1.148 -0.384 0.145
H 5.556 4.648 1.428 -0.198 0.056 -0.285
C 1.842 -0.060 -4.819 0.706 0.361 -0.872
C 2.136 0.609 -3.526 0.363 -0.988 -1.637
O 1.692 0.025 -2.511 0.021 0.829 2.355
O 2.854 1.632 -3.337 -0.060 0.568 0.895
H 0.844 0.202 -5.170 -0.175 -0.316 0.261
H 2.015 -1.129 -4.693 -0.587 -0.088 0.188
H 2.502 0.202 -5.646 0.219 0.513 0.261
C -0.104 -0.649 0.685 1.053 -0.143 -0.740
C 0.639 0.480 1.443 -3.246 -3.042 -3.648
O 0.413 0.541 2.614 -0.163 0.601 5.054
O 1.252 1.337 0.786 2.131 2.343 -1.278
H -1.028 -0.997 1.148 0.320 0.182 0.339
H 0.608 -1.467 0.577 -0.016 -0.396 0.440
H -0.316 -0.457 -0.367 -0.038 0.704 0.072
C -2.305 4.670 3.200 1.086 -1.088 -0.093
C -1.453 3.527 3.821 -3.849 1.593 -0.176
O -0.275 3.301 3.478 3.442 -0.695 -0.599
O -2.022 2.754 4.610 0.505 -1.263 1.027
H -3.379 4.486 3.213 0.248 -0.441 0.296
H -1.953 4.596 2.171 -0.154 0.945 -0.129
H -2.145 5.634 3.684 0.422 -0.043 -0.254
C -3.208 -2.524 -2.528 -0.689 0.203 -0.922
C -2.181 -2.320 -3.651 1.070 -0.814 1.317
C -0.684 -2.337 -3.226 -0.311 1.675 0.580
O -0.087 -3.262 -4.095 2.957 1.074 0.429
C -1.003 -4.028 -4.596 -0.925 -4.801 -2.214
O -0.925 -5.102 -5.172 1.172 2.226 0.897
O -2.166 -3.542 -4.331 -3.524 -0.286 -0.424
H -3.514 -1.670 -1.923 0.392 0.165 -0.116
H -2.999 -3.385 -1.894 0.514 0.157 -0.029
H -4.083 -2.835 -3.099 -0.356 0.092 0.229
H -2.437 -1.611 -4.439 -0.023 0.711 0.587
H -0.491 -2.639 -2.197 -0.446 -0.355 0.129
H -0.207 -1.360 -3.299 0.087 -0.025 -0.407
C 0.173 -3.195 3.351 -1.374 -0.623 -0.676
C 1.190 -4.213 2.865 2.394 1.590 0.800
C 2.387 -3.531 2.169 -0.301 0.375 -2.162
O 3.592 -4.138 2.675 -0.331 1.797 -3.075
C 3.298 -4.616 3.829 1.337 -3.391 2.937
O 4.106 -5.158 4.567 -2.175 1.631 -1.079
O 1.957 -4.572 3.986 -0.495 -1.617 3.248
H 0.657 -2.300 3.743 0.074 0.084 -0.439
H -0.554 -3.496 4.105 0.584 -0.804 0.410
H -0.541 -3.042 2.542 0.290 0.836 -0.398
H 0.866 -5.091 2.307 -0.447 0.074 0.244
H 2.449 -2.458 2.352 -0.132 0.077 0.269
H 2.306 -3.670 1.091 0.536 -0.071 -0.074
C -3.519 2.077 -2.209 1.295 0.247 -0.319
C -2.662 2.007 -0.975 -1.634 1.886 -1.001
C -3.016 3.057 0.108 1.300 0.207 -1.648
O -2.740 2.268 1.208 -0.091 0.272 2.886
C -3.058 1.000 0.936 -0.918 -1.417 1.709
O -3.468 0.197 1.730 0.879 0.503 -0.249
O -2.874 0.763 -0.341 0.346 -0.380 -0.853
H -4.593 2.166 -2.039 0.178 -0.336 0.036
H -3.192 1.219 -2.795 -0.709 -0.052 -0.363
H -3.147 2.959 -2.730 -0.388 0.139 -0.329
H -1.628 2.229 -1.239 0.329 -0.840 0.046
H -3.999 3.526 0.141 -0.233 -0.459 -0.152
H -2.261 3.839 0.034 -0.190 0.217 0.199
```
Positions in Å, forces in eV/Å.

These are the Mulliken partial charges, in e, on atoms 1 to 2: number 1, Ca, carries 1.477; number 2, Pt, carries 1.355

***

Entry from the Open Molecules 2025 dataset: a molecular structure, C20H30F12Na2O15P2 in a non-equilibrium geometry (the ωB97M-V functional and the def2-TZVPD basis).

The calculated total energy comes out at -4114.11353 Eh. The calculation puts the energy relative to the best compared isomer or geometry (same formula, charge and spin) at 2217.61 kJ/mol. The value obtained for the LUMO energy is -0.97 eV. The value obtained for the molar mass is 846.35 g/mol. For the HOMO energy, the calculation gives -9.64 eV. As for the largest force on an atom: 0.2631 hartree/bohr. The net charge is 0. Its HOMO-LUMO gap is 8.7 eV.

XYZ file:
```
81
Properties=species:S:1:pos:R:3:forces:R:3
Na 0.643 -3.004 0.539 -2.979 -4.334 1.625
Na 1.042 0.777 3.888 0.061 -2.410 11.501
P 0.912 -0.473 1.411 0.071 0.961 -0.445
F 1.500 -1.478 0.335 1.804 7.671 9.152
F 0.094 -1.768 2.064 1.199 1.435 -1.510
F 2.185 -0.851 2.396 -0.547 -0.402 0.529
F 0.312 0.399 2.584 -7.058 -2.375 -9.467
F 1.807 0.784 1.010 -6.033 -8.400 -4.706
F -0.397 0.041 0.449 9.591 -2.419 4.573
P 1.115 -3.475 -1.904 -3.327 -3.621 -7.198
F 1.420 -2.035 -1.212 -8.166 -6.993 -8.217
F 2.460 -3.318 -2.782 -1.344 -1.311 1.389
F 1.634 -4.296 -0.643 1.850 0.387 0.764
F 0.880 -5.002 -2.572 0.343 1.445 0.512
F -0.392 -3.506 -1.307 -0.386 -0.590 3.463
F 0.225 -2.855 -3.083 1.867 0.943 -1.756
C 2.000 3.160 -0.419 0.920 1.308 0.509
C 3.010 3.042 0.742 1.260 0.728 -0.161
C 3.307 4.281 1.669 -0.381 0.009 -3.307
O 3.011 3.881 2.980 -0.786 -1.146 0.912
C 2.589 2.586 2.972 0.729 -0.388 0.230
O 2.278 1.900 4.001 6.758 7.957 -3.673
O 2.585 2.117 1.680 3.372 6.484 8.600
H 0.970 3.249 -0.073 0.206 0.376 0.394
H 2.000 2.367 -1.166 0.905 1.353 1.747
H 2.245 4.059 -0.985 0.001 0.267 0.064
H 3.995 2.652 0.485 -0.106 0.057 -1.023
H 2.657 5.012 1.187 -0.246 0.745 1.272
H 4.338 4.593 1.501 -0.042 0.008 0.737
C 4.391 -1.923 -2.651 -1.049 0.152 -0.962
C 3.187 -1.151 -1.946 6.137 0.972 0.103
C 3.612 -0.058 -0.940 0.002 -0.770 -0.785
O 3.367 1.152 -1.683 1.246 0.137 -0.076
C 2.631 0.903 -2.766 -0.440 0.109 -1.788
O 2.039 1.776 -3.407 3.278 -1.482 -0.628
O 2.376 -0.402 -2.893 1.293 -0.144 0.441
H 4.003 -2.324 -3.588 -0.070 0.601 -0.284
H 4.596 -2.903 -2.222 0.253 0.438 0.893
H 5.318 -1.444 -2.965 -0.043 0.642 0.666
H 2.603 -1.812 -1.305 4.471 1.408 -1.958
H 4.640 -0.179 -0.598 0.188 0.449 -0.464
H 2.988 -0.081 -0.046 0.620 0.369 -0.883
C -1.888 -2.585 3.475 0.260 0.322 1.476
C -2.984 -2.116 2.594 1.664 0.053 -0.808
C -4.300 -2.681 2.698 -1.878 -5.086 -0.605
O -5.220 -1.695 2.777 -1.925 2.000 0.080
C -4.565 -0.547 2.664 -3.240 1.887 -0.438
O -5.084 0.518 2.443 0.324 -1.569 2.136
O -3.305 -0.740 2.770 3.568 0.741 0.999
H -1.704 -3.655 3.576 -0.313 -0.225 -0.900
H -2.128 -2.360 4.515 0.094 0.546 0.181
H -0.991 -2.091 3.105 -1.128 -0.597 1.654
H -2.687 -2.187 1.548 0.328 -0.356 0.603
H -4.543 -3.392 3.488 0.614 -0.095 0.305
H -4.472 -3.185 1.747 -0.215 -0.518 0.080
C -4.609 2.000 0.607 -0.808 1.403 -1.566
C -3.566 1.185 -0.191 -0.238 2.228 2.459
C -2.357 0.782 0.570 0.169 1.760 3.324
O -2.144 -0.544 0.255 -4.398 -4.800 -0.949
C -3.308 -1.092 -0.162 -1.056 -1.844 -1.414
O -3.579 -2.338 -0.222 1.126 5.279 0.013
O -4.097 -0.062 -0.550 -1.090 -2.519 -0.686
H -5.468 1.443 0.981 0.499 0.189 -0.834
H -5.021 2.775 -0.039 0.000 -0.023 -0.563
H -4.286 2.616 1.447 0.758 -0.530 0.132
H -3.052 1.728 -0.984 -3.419 -0.153 0.739
H -2.382 0.743 1.659 -0.855 0.692 0.092
H -1.417 1.317 0.432 -1.777 1.031 -0.663
C -0.360 -0.252 -3.355 -1.680 1.416 0.147
C -0.534 0.312 -1.920 0.946 -2.298 -1.879
C 0.355 1.455 -1.590 -1.601 -1.207 1.505
O -0.421 2.538 -2.045 1.380 2.417 -0.585
C -1.672 2.237 -2.081 -3.187 0.663 -0.916
O -2.618 2.981 -2.334 2.370 -1.191 0.364
O -1.841 0.933 -1.724 2.473 -0.747 -3.301
H 0.596 -0.680 -3.657 -0.782 0.023 0.580
H -0.524 0.621 -3.987 -0.050 0.010 -0.466
H -1.210 -0.919 -3.500 0.276 -0.203 -0.291
H -0.448 -0.485 -1.182 -0.254 0.279 -1.345
H 1.327 1.565 -2.071 -2.974 -0.332 1.276
H 0.329 1.458 -0.500 0.595 0.731 -0.723
```
Positions in Å, forces in eV/Å.

These are the Mulliken partial charges, in e, on atoms 1 to 2: number 1, Na, carries 0.881; number 2, Na, carries 1.024